Record 1
Formula: C43H85N3O13P2S10Si
Source: OMol25
Level of theory: wB97M-V/def2-TZVPD

2S+1: 1

Cartesian coordinates (Å):
H: 2.5228 -7.6157 -5.4018
C: 2.1402 -5.9189 -3.8366
H: 2.9224 8.3383 4.8765
S: 3.5806 -9.1951 2.0146
O: -6.5580 -3.5757 2.0626
C: 2.2320 -5.4996 -6.4482
S: 1.9412 1.7543 -3.2650
H: -5.2650 -5.0663 4.2627
H: 1.8005 0.7043 -0.2852
H: 0.0575 -1.6532 -1.2437
S: 2.8084 5.9643 4.6568
C: 1.8560 -4.3767 -3.6770
S: 0.6874 7.5160 9.2575
H: 0.6613 -1.8755 -3.6182
H: -9.3667 -3.4856 2.9790
C: 8.6933 6.0572 3.5559
H: 0.7963 -1.3723 -5.3707
C: -0.4427 -4.2753 -0.4236
C: 2.2702 8.3857 9.2343
H: 3.2787 -8.6057 -0.2772
C: 2.3387 -6.4976 -5.2548
H: -3.3023 -2.8510 0.7932
C: -5.5436 -1.7145 -0.3741
H: 5.8555 6.3446 3.5679
N: 1.4691 2.8721 -0.5955
O: -6.2036 -4.0218 -5.9469
H: 6.9820 8.6153 -2.7611
H: 2.1285 9.4074 8.8769
O: 1.0713 2.8011 2.4307
H: -1.6157 -7.6423 0.8224
C: 2.3980 2.7185 -1.7135
H: 1.4402 7.6866 5.6173
C: 6.2957 6.9939 2.8087
C: 1.7414 -3.3798 -4.8509
H: -0.1272 9.6758 9.9414
H: 9.6510 5.5968 3.3094
H: -9.7448 -3.4902 -5.7589
H: 0.1009 1.3875 0.0972
C: 4.8210 -8.3797 3.0434
H: -0.4245 -3.7234 -8.0609
C: -4.4712 -2.2570 -3.2036
H: 5.5544 7.1973 2.0340
C: 0.6800 -4.8670 -1.3038
N: 0.0061 -2.7809 -8.1105
Si: -4.9922 -3.1327 -1.5854
C: -8.7165 -3.1344 -5.8429
H: 2.8567 3.9199 0.7966
H: 7.9216 7.1769 -2.2582
H: -6.0158 -2.1327 0.5846
C: 2.0879 4.9309 5.9495
O: -3.7244 -4.1326 -0.8903
C: 2.5139 7.5359 5.4927
H: 3.0083 7.5385 6.4649
C: 1.3954 -1.8639 -4.5139
H: 3.8445 -7.2127 0.6741
H: 2.6953 8.3946 10.2394
H: -5.3416 -1.5504 -3.4959
C: 1.2383 1.5995 0.1564
C: 1.6054 1.6619 1.7193
H: -9.1946 -5.6983 -6.9964
H: -0.3010 3.7771 1.1420
C: -2.5561 -4.8950 1.2691
O: 2.2373 -8.7373 2.4843
C: 5.2370 6.4071 -2.8392
C: 0.7621 3.9098 1.5488
H: 8.8646 7.0570 3.9593
C: 3.9652 -8.2844 0.5041
H: 3.5220 -1.6411 -3.8321
H: -4.8391 3.7931 -0.8030
C: -1.0089 -6.8558 0.2402
N: -0.4724 -1.7877 1.1420
S: -2.6907 4.3956 0.1011
H: 7.6902 8.5322 -1.1279
H: 0.3689 8.6721 11.3378
C: -0.1383 8.6725 10.3714
S: -7.5804 -4.5260 -5.6595
H: -8.0293 -4.7937 -8.0099
H: 5.1146 7.1645 -3.6161
H: -4.8155 3.7509 0.9776
H: 1.5737 -0.4603 -2.2107
O: 3.0268 -7.6765 -2.2303
H: 1.6829 5.0364 -0.1339
O: -2.1734 3.0114 -0.1210
C: 2.3977 0.0052 -2.8496
C: 1.6395 -3.8812 -2.1529
H: 8.1732 5.4395 4.2900
H: 2.7462 1.5608 1.8325
H: -4.3425 -2.9592 -4.1059
H: -1.4865 5.4217 -1.6864
H: -8.5628 -2.6534 -6.8107
O: 4.7480 8.2817 -1.0061
O: 0.0683 7.6739 7.9061
H: -7.5436 -6.3211 -7.2328
C: -8.1470 -5.4192 -7.1231
H: -3.0247 6.2618 -1.3728
H: 4.6461 -7.3023 3.0538
H: 4.2886 5.8941 -2.6806
H: 0.3607 -8.5501 -0.7677
H: -8.5159 -2.4174 -5.0458
H: -2.1878 -4.3405 2.2018
C: 0.1370 -7.4310 -0.6599
H: 3.0499 -0.3280 -5.0239
H: 5.9953 5.6815 -3.1387
H: 6.6171 7.9353 3.2592
O: 2.1941 -2.8687 -1.6646
O: 4.2853 5.7239 4.6605
C: 7.2290 7.9531 -1.9287
C: 2.6497 -0.9423 -4.1316
H: -0.4392 -2.2662 -7.3188
H: 2.3488 -5.9671 -7.4938
O: 2.2213 -1.2548 -7.5146
H: -3.0136 4.7096 -2.2640
H: -6.8531 -4.7880 -1.0644
S: 5.7270 7.1862 -1.2867
H: 2.9454 7.8569 8.5616
C: -1.3278 -5.3255 0.3549
S: 3.9456 3.4150 -1.7496
H: -1.1705 8.3466 10.5050
P: 1.7748 -2.8943 -7.8423
H: 4.9896 -8.5033 0.1975
H: 1.1620 0.7228 2.2249
C: -2.5455 5.2854 -1.4634
H: -6.4792 -4.7596 -2.9079
C: -4.4942 4.3071 0.0961
H: -4.9082 5.3162 0.1345
H: -6.7341 -5.1886 5.2608
H: 0.2606 -1.0577 1.0236
C: -6.2187 -4.5951 4.5039
H: 1.0285 5.1695 6.0578
H: -8.2894 -2.7174 4.1714
H: 4.7394 -8.7701 4.0587
C: -3.6305 -3.9341 0.5495
P: -0.7754 -2.3909 -0.3136
C: 0.9742 -6.4089 -1.4591
C: -8.6197 -3.6696 3.7522
H: 1.6008 -0.6918 -8.0481
C: -6.5988 -4.1234 -1.9677
C: 1.8237 3.9946 0.3120
H: -6.2757 -0.9857 -0.8810
C: 1.9349 -3.9719 -6.2949
H: 2.6096 5.0985 6.8938
H: 0.8133 4.8659 2.1790
H: -3.5586 -1.5619 -3.0718
H: 5.8170 -8.5952 2.6523
C: 2.1617 -6.8051 -2.4823
H: -9.0551 -4.2939 4.5342
H: -7.4676 -3.3732 -2.1049
O: 8.3720 7.1477 1.1411
S: -7.2210 -4.5310 3.0034
H: 3.3679 -0.0074 -2.2424
H: 2.1954 3.8859 5.6561
H: -4.6787 -4.0662 0.9804
S: 7.7039 6.1625 2.0487
H: -6.0400 -3.5845 4.8757
H: -2.1214 -2.2043 -0.7736
H: -4.6022 -1.1144 -0.1099
H: -3.1534 -5.8061 1.6543

***

Record 2
Formula: C43H95BBrClN6O15P
Source: OMol25
Level of theory: wB97M-V/def2-TZVPD

2S+1: 1
Charge: +1

Cartesian coordinates (Å):
C: -4.6640 -0.0763 6.7558
H: 1.0144 1.4703 3.2675
H: -2.9253 4.2234 4.7907
O: -3.2606 4.0090 -3.0390
H: 0.9214 -3.9038 4.2668
H: -3.9847 0.4473 -3.2809
C: 1.0931 -1.7071 2.2649
H: -4.1236 -1.0129 6.9178
C: 6.1834 5.1543 -4.0893
O: 3.1084 -6.7466 5.1297
O: -1.6961 2.1864 3.5552
H: -6.5770 -0.2365 -8.0968
C: 0.1426 -0.9678 -0.5944
H: 4.5674 -10.0878 2.8188
H: -6.9021 0.5126 4.5928
C: 6.3570 5.9139 -7.1811
H: 5.2323 4.6450 -4.2634
C: 3.2963 -5.7967 4.0796
O: 2.5451 0.0720 3.1116
C: -3.8153 2.4075 -8.3396
H: 7.2765 6.5159 -7.1634
H: 6.1775 5.6585 -8.2287
H: -3.9684 0.7469 6.9312
H: 6.0424 6.2325 -4.0380
H: 0.7645 -2.7281 2.4902
H: -3.1840 2.4430 -12.0939
H: 4.7533 8.3465 -4.3283
O: 7.1579 4.8402 -5.0742
C: -6.0812 0.9778 5.1489
H: -0.5114 -1.8477 8.8163
C: -1.1457 5.6249 -2.8952
H: 5.3106 -6.2331 1.1212
C: 6.1750 -8.1349 1.6804
H: -5.4916 -0.0248 7.4685
H: -2.2785 3.7791 2.4574
H: -2.3537 1.5144 -10.5780
C: -6.2643 0.8241 -8.5459
N: -2.5849 2.8916 -7.5832
H: 3.6112 6.0458 -7.7481
C: -0.7069 -1.1686 0.6788
O: -0.0853 3.0880 -9.0532
H: 3.8194 -8.1782 2.7255
O: 3.2154 6.9611 -4.5228
H: -1.7936 -4.1240 9.1922
H: -0.4800 -4.1735 5.3186
C: 0.1312 -2.3877 8.1159
H: -3.8393 2.2029 5.4896
C: -2.2837 2.4234 -6.1471
H: 2.3349 0.1444 0.0375
H: 2.6837 -1.8702 3.6968
H: 1.0431 -1.5911 -0.6047
H: -4.3722 2.3197 -2.2130
H: -1.0943 -2.1907 0.6950
H: -5.9569 0.5854 -9.6745
H: -0.3172 5.4545 -2.0832
H: 4.0393 -8.5363 4.6974
H: 5.7596 3.9555 -6.3466
H: 1.9478 6.5356 -6.0546
C: -2.1608 1.7604 -2.9040
H: -5.0285 1.5713 3.3864
N: 5.2790 6.7924 -6.7175
C: -4.6918 0.8072 -6.1518
H: 1.2289 1.3454 0.7869
C: -3.3084 1.3477 -5.3859
H: -2.8939 0.4738 3.3667
H: 5.6113 -6.4440 2.8592
H: -6.5064 1.3957 6.0696
H: 5.9003 -10.7124 1.8001
H: 5.9788 -10.8403 3.5689
C: 0.5500 -3.8090 5.2927
C: -0.9951 -6.0025 8.4775
O: 0.4627 0.3954 -0.8765
H: 3.7031 8.1374 -2.9231
H: 0.1886 0.0989 1.9822
O: -7.4446 1.6955 -8.4443
O: 6.3111 -8.9560 2.8480
H: -2.9045 2.9529 -1.1006
H: 2.6500 2.0590 3.5825
H: 7.1747 -7.7443 1.4623
H: 1.1494 -2.0048 8.2733
C: 5.6494 -10.2101 2.7383
H: 2.5846 -4.9894 4.2817
P: -1.3841 4.0279 -8.3225
H: -2.3880 -0.2319 -4.0261
C: 3.9556 6.1604 -6.7140
H: -4.2432 4.4413 3.6535
O: -4.8657 4.1102 -10.2568
O: -0.3584 -6.5272 7.3048
H: -7.8400 1.7128 -6.3481
H: 5.1593 -7.1894 5.0955
H: -1.2178 0.2258 3.8882
H: 5.8510 -8.7098 0.8042
C: -3.0307 0.7636 -3.8802
H: -1.5822 -0.5081 0.6031
N: 3.8524 -7.3692 2.1130
O: -3.0940 5.5702 -1.1336
H: 4.1905 -7.9768 6.3541
H: 1.2632 -1.0526 4.3531
C: -3.3621 1.9074 -11.0690
H: -9.4073 1.8238 -7.3941
H: -8.5638 0.1430 -7.2870
Br: -5.9926 -0.4617 -5.2252
H: 3.9927 5.1694 -6.2508
C: -2.7608 2.9873 3.0401
H: -0.3206 -0.9423 6.6088
Cl: -0.5090 5.2887 -6.8097
H: -1.3069 2.8006 -5.5854
C: -3.6119 3.6829 4.1239
H: 1.9650 -6.7757 2.7052
H: -1.9996 -6.4383 8.5017
H: -0.8361 5.0228 -3.8550
H: -4.0661 0.9573 -11.1393
H: 1.8356 1.0624 4.8050
H: 1.6531 -6.1437 7.6644
H: -1.3041 6.7689 -3.0976
C: -3.2745 2.7903 -2.2018
C: 2.9331 6.9969 -5.9281
H: 3.1009 9.0352 -4.3311
C: 2.9726 -6.3378 2.6706
H: -0.4846 -6.3081 9.3989
C: 3.7189 8.1904 -4.0151
N: -4.4471 2.8409 4.9854
N: 0.1589 -3.8034 8.4952
H: -6.2499 2.7471 3.9167
H: -1.6216 -4.2491 7.4286
H: 2.0238 1.7094 -0.7350
H: 1.2899 -7.5503 6.6591
C: 1.5710 0.9038 -0.1474
C: -1.1402 -4.4749 8.3853
H: -3.3669 2.4196 2.3260
C: 1.9699 1.2158 3.7308
C: 6.6288 4.6209 -6.3827
H: 6.5695 4.8356 -3.1153
H: 2.8649 8.0222 -6.3118
C: 5.2462 -6.9413 1.9551
C: -2.5710 5.0615 -2.2764
N: -0.0820 -0.8796 1.9730
H: 0.8307 -4.2775 7.8996
C: -8.3421 1.2904 -7.3438
H: -4.7027 4.8603 -9.6088
O: -5.1341 -0.0657 5.4136
H: 4.2898 -5.3394 4.1392
H: -1.2893 2.3337 -3.4344
H: -0.4588 2.4158 -9.7049
C: -4.9454 1.3586 -7.7067
H: 1.0158 -7.6410 8.4105
C: 1.8893 -1.1550 3.4583
C: -0.2833 -2.0349 6.6713
O: 0.6551 -2.4450 5.6755
B: -4.0621 2.9098 -9.9208
H: -1.6789 1.0557 -2.0695
C: 4.1910 -7.6488 5.3093
H: -2.3657 0.9065 5.0283
H: 1.1940 -4.4212 5.9217
H: 5.5040 7.1000 -5.7765
H: 7.4036 4.0690 -6.9252
H: -0.4649 -1.3087 -1.4393
H: 1.7724 -1.7445 1.4076
C: 0.9680 -6.9845 7.5375
C: -5.4611 2.0682 4.2604
H: -1.2924 -2.3817 6.4241
C: -2.0864 0.8870 3.9763
H: 2.9199 -5.5020 1.9679

***

Record 3
Formula: C43H96O34P4
Source: OMol25
Level of theory: wB97M-V/def2-TZVPD

2S+1: 1

Cartesian coordinates (Å):
H: -2.6765 0.6388 6.3965
H: -1.0021 -1.8849 6.8071
H: 3.3527 -0.0496 -6.8482
H: -2.3653 5.7589 6.4613
C: -1.7249 5.2184 7.1581
H: -2.9645 2.3104 6.9642
H: 8.3023 -2.1076 -1.4451
C: -3.0607 2.5775 4.4049
H: 0.7241 -1.7105 6.9989
H: -0.5767 10.5196 8.4218
H: -1.5759 7.5838 -1.2325
C: 0.2017 -4.4119 -2.9782
O: 0.0874 0.1272 0.0975
O: -1.9860 2.9974 4.7415
H: -0.3438 -3.0264 1.6204
C: 0.7617 9.2298 7.3911
C: 1.3843 -0.2457 -0.0152
H: -6.2049 -3.0557 0.7183
H: -2.8774 -0.8534 -3.4138
C: 6.4388 -2.6123 0.5422
H: 3.1450 -0.4342 -2.8569
C: 0.2603 -2.9894 -2.4597
C: 0.3179 5.7002 0.1661
O: -4.6798 -1.8059 -3.6479
H: 5.0214 -1.6987 -1.7005
C: -6.7438 -3.7435 0.0679
O: 1.8381 -0.7963 -0.9589
O: -0.5932 6.0239 7.5068
H: -1.4899 -8.4293 -2.8575
P: -5.8467 -1.3173 -2.6661
C: -3.3918 1.4595 6.4367
H: 8.6348 -3.5676 -0.4678
O: 1.6223 5.5363 0.0800
H: 0.0959 9.2902 9.4907
H: -2.0914 0.8809 1.3059
C: -4.0125 -1.0590 -0.7793
C: 8.5594 -2.4837 -0.4507
O: 4.7179 -1.4444 -6.2924
C: 0.6824 5.1632 4.5207
H: -2.4926 4.2540 -6.5662
H: 1.5608 -4.0064 -7.7798
C: 4.4712 -0.7488 -8.5936
C: 4.3064 -2.3016 1.4431
H: -1.3227 0.9803 3.0126
H: 0.1918 -7.0127 -3.9491
H: 0.7982 3.1083 5.5067
H: -4.0821 -2.1383 -0.9292
H: -0.1334 2.0661 0.8016
H: -3.3359 -1.0776 1.2407
H: -6.0966 -4.5256 -0.3229
H: -0.5223 -4.3939 -3.7957
C: 0.2007 -3.0689 -6.3246
H: -0.2035 -2.4256 -7.1094
H: 2.0438 4.2188 1.5513
H: -3.1958 -0.4192 -6.1585
H: -0.9401 2.3264 -1.3457
P: 0.0279 6.9314 6.3543
C: -0.0233 1.0510 1.1893
H: 1.6173 3.4312 -0.0035
H: -2.5733 2.8021 -1.9123
H: 0.9297 -2.4078 -3.0901
H: 0.1776 -2.7125 -5.3010
O: 3.6384 -6.1571 -3.6824
H: -2.2810 -1.7759 -5.5687
C: -1.6063 2.3900 -2.2035
H: 3.1519 4.0566 0.1529
C: -0.2788 9.4704 8.4862
H: -1.0624 -7.0004 -1.8414
O: -0.1151 -3.7479 3.4910
C: 2.5986 -6.4438 0.4173
O: 4.1935 -3.7870 -5.3760
O: 5.6224 -1.8324 1.2258
H: 0.8742 -8.6185 -3.5177
H: 5.4566 -1.1556 -8.8140
O: -6.1921 -2.7301 -2.0058
O: 1.3995 -4.8703 -3.6388
C: 4.3726 -0.3203 -7.1247
C: 1.5584 -3.5835 -6.7791
H: 4.1491 -4.9977 0.0307
C: 3.8306 -1.0563 -3.4338
O: -0.5064 4.8631 0.4333
O: -3.6122 2.6791 3.2064
C: 3.5493 -5.7034 -0.5366
C: -0.7266 -3.8641 2.2113
H: -1.7918 1.3393 -2.4471
H: -1.1835 8.8867 8.3158
H: 5.0774 0.4770 -6.9001
H: 2.3016 3.7971 4.9374
H: -2.0007 3.9216 8.8639
H: 3.7620 -1.5635 -8.7405
H: -0.3859 5.2446 4.3213
C: 4.4340 -2.1073 -2.5220
O: 1.0849 6.0067 5.5929
C: -1.2861 7.4463 -0.1900
H: -0.4300 -4.7565 1.6683
H: 1.6949 1.8362 2.1528
H: -7.5904 -1.9461 -0.6338
H: -0.1693 -0.6695 5.8254
C: -4.1580 -0.6575 0.6627
H: -2.5054 5.5643 9.1958
H: -1.3813 4.2993 6.6810
O: 1.5057 -7.0331 -2.3356
C: 0.5072 -7.6670 -3.1347
O: -3.8704 1.8310 5.1479
O: 0.0428 6.9592 -0.1581
H: 1.6845 -5.8730 0.5698
H: -1.2174 8.4327 0.2682
H: 9.5126 -2.0015 -0.2457
H: -2.0358 6.8481 0.3238
H: 1.1321 0.3050 2.9168
C: 1.2602 0.8515 1.9853
C: -3.0133 3.5745 2.2909
H: -1.8119 -3.7920 2.2046
O: 7.6151 -2.0136 0.4956
H: 0.5558 9.7364 6.4465
H: 0.6237 -2.8969 -1.4312
O: 0.2297 -2.6546 5.3033
O: 2.4642 -2.4574 -6.7495
H: 4.2613 -3.3924 1.4564
H: 3.6354 -2.6933 -2.0612
H: 1.1634 5.4887 3.5939
H: -1.4836 2.8885 -6.9901
C: -1.4591 3.9082 -6.5992
H: -3.9716 -1.9519 -5.9637
C: -7.2773 -2.8893 -1.0916
H: -1.3207 -0.4218 2.0524
O: -2.5774 2.3765 -4.6648
H: -3.0551 -0.6984 -1.1630
O: -5.0746 -0.4575 -1.5483
H: 1.8483 -4.3396 -6.0486
C: -3.2511 -1.2832 -5.4915
H: 3.7391 -2.1027 0.5255
H: -0.5190 -3.9007 -6.3585
O: 1.0437 7.8495 7.1790
C: -0.7216 -7.9459 -2.2563
H: -0.8496 4.5525 -7.2194
O: 3.0056 -1.6398 -4.4529
H: 4.5430 -0.3716 -3.8999
O: 2.7369 -5.0706 -1.5435
C: -0.0796 -1.6594 6.2696
H: -2.8263 4.5865 2.6453
H: 2.3564 -7.4528 0.0938
C: 1.2303 3.7467 4.7335
C: -3.7085 -0.8429 -4.1200
H: -0.0868 -5.1443 -2.2272
H: -3.4844 4.4872 8.1393
O: -6.9356 -0.5282 -3.2471
H: 3.8198 -1.8146 2.2772
P: 2.4384 -5.8296 -2.9207
H: -3.6001 3.6709 1.3775
C: -0.5893 -2.7940 4.2867
O: -1.0123 3.1415 -3.2377
C: -1.6287 3.0711 -4.4196
O: 6.1401 -3.6717 0.0700
O: 2.0655 0.0636 1.0951
H: 1.7190 9.6576 7.6985
H: -2.0794 3.1842 1.8822
H: -7.5468 -4.1931 0.6525
H: -4.1300 0.1581 -4.1934
H: -4.0207 0.4251 0.7068
C: -2.4784 4.7989 8.4231
H: 4.2612 -6.3940 -0.9937
H: -0.7466 -2.6064 -2.2727
O: -0.9601 7.5892 5.5027
H: 5.0047 -2.8334 -3.1042
H: 1.1417 3.1101 3.8488
C: -1.2577 0.6701 1.9724
H: -4.2840 1.1280 6.9636
H: 3.0904 -6.5859 1.3863
C: 2.1326 4.2765 0.4657
O: -1.6312 -2.2064 4.1110
P: 3.6554 -2.4604 -5.6848
H: -8.1253 -3.2942 -1.6433
H: 4.2164 0.0663 -9.2693
H: -0.4096 -8.6418 -1.4776
O: -0.9423 3.8083 -5.2709
H: -5.1399 -0.8950 1.0660

***

Frontier orbital gap / eV: 6.8131, 4.5791, 9.8673